{
  "formula": "C6H2N2S",
  "method": "ωB97M-V/def2-TZVPD",
  "species": ["N", "C", "C", "N", "C", "H", "S", "C", "H", "C", "C"],
  "positions_angstrom": [[-3.618315, -0.718578, 0.180831], [0.624647, 1.641511, -0.046142], [-1.247009, 0.143556, 0.097065], [3.527534, -0.785264, 0.356031], [2.520421, -0.122605, -0.011717], [1.195963, 2.658815, 0.015947], [0.160655, -0.898144, -0.199728], [-0.800076, 1.391391, 0.117123], [-1.503329, 2.294703, 0.064559], [1.204535, 0.502641, -0.266876], [-2.573793, -0.232546, 0.003398]],
  "forces_ev_per_a": [[1.3806, 0.9980, -0.7430], [-1.0813, 3.9962, 0.6203], [2.6827, -0.7962, -1.1167], [-7.7760, 5.2144, -3.0352], [7.2630, -3.5208, 2.4117], [-1.4923, -2.0939, -0.0389], [-1.4185, 0.2692, 0.0167], [-0.4125, 5.1283, -0.5725], [0.9421, -1.5528, 0.4636], [2.8068, -5.5652, 0.7395], [-2.8945, -2.0774, 1.2544]],
  "lowdin_charge": [0.182, -0.103, -0.513, 0.132, -0.220, 0.169, 1.111, -0.132, 0.153, -0.545, -0.232],
  "total_charge": 0,
  "smiles": "N#Cc1ccc(C#N)s1",
  "gap_ev": 9.33,
  "total_energy_ev": -20066.851
}